[1]
{"formula": "C25H46LuO3P2S", "method": "wB97M-V/def2-TZVPD", "e_above_lowest_ev": 1.0080, "charge": 1, "total_energy_ev": -95840.227, "species": ["Lu", "C", "C", "C", "C", "C", "C", "H", "H", "H", "C", "H", "H", "H", "C", "H", "H", "H", "C", "H", "H", "H", "C", "H", "H", "H", "C", "C", "C", "C", "C", "C", "C", "C", "H", "H", "H", "H", "H", "H", "H", "H", "H", "H", "H", "H", "P", "P", "C", "C", "H", "H", "H", "H", "C", "H", "H", "H", "C", "H", "H", "H", "C", "H", "H", "H", "C", "H", "H", "H", "C", "S", "O", "O", "O", "H", "H", "H"], "positions_angstrom": [[-0.706114, 0.693522, 3.056792], [0.753688, 0.497908, 4.979163], [1.608799, 0.917009, 3.922339], [0.014110, 2.571821, 4.207931], [-0.250405, 1.514244, 5.152399], [1.173237, 2.185683, 3.446324], [0.945055, -0.727872, 5.795305], [1.572442, -1.449116, 5.261226], [-0.014241, -1.219021, 6.003719], [1.444174, -0.535664, 6.764137], [-1.485852, 1.288438, 5.944046], [-1.346195, 0.474894, 6.673016], [-2.364687, 1.011188, 5.315503], [-1.770383, 2.194719, 6.494714], [-0.977354, 3.591050, 3.767890], [-1.033862, 4.394944, 4.507609], [-2.002172, 3.188710, 3.658298], [-0.700133, 4.052694, 2.810216], [1.836520, 2.876306, 2.300604], [2.524048, 3.665154, 2.649022], [1.095358, 3.333745, 1.630330], [2.435771, 2.164195, 1.711828], [2.786074, 0.160347, 3.425935], [3.763206, 0.573932, 3.749385], [2.784292, 0.164969, 2.319331], [2.749820, -0.892902, 3.744243], [-0.138484, -2.474722, 0.292624], [0.956125, -2.740157, 1.004793], [2.391357, -2.533518, 0.653202], [2.694677, -1.825597, -0.699078], [2.320802, -0.378609, -0.775765], [1.152394, 0.194065, -1.052512], [-0.200778, -0.429409, -1.144258], [-0.243220, -1.962255, -1.099283], [2.914618, -3.506490, 0.619217], [2.295480, -2.417686, -1.531233], [2.868632, -1.959297, 1.470879], [0.519524, -2.412628, -1.732440], [-1.120972, -2.595458, 0.780646], [0.807476, -3.137800, 2.015781], [-1.217637, -2.280801, -1.507431], [-0.854045, -0.009566, -0.345242], [1.113880, 1.281601, -1.129042], [-0.674595, -0.068377, -2.090380], [3.795289, -1.851236, -0.792570], [3.159774, 0.280644, -0.538612], [-0.840617, -0.455252, -4.400409], [-0.653366, 2.230567, -5.670282], [-0.940565, -0.492474, -6.276021], [-1.310796, 0.885145, -6.802559], [-1.688941, -1.248402, -6.559042], [0.037901, -0.823753, -6.659707], [-0.904433, 1.027655, -7.812558], [-2.402661, 1.000281, -6.859117], [-1.445573, 3.549608, -6.682932], [-1.103932, 4.531033, -6.336699], [-2.536368, 3.495905, -6.571933], [-1.194363, 3.447337, -7.747935], [0.996033, 2.328559, -6.487590], [0.894942, 2.283393, -7.580136], [1.642211, 1.511728, -6.147220], [1.457875, 3.285881, -6.217517], [-2.404087, -1.408112, -4.122138], [-2.514929, -1.702005, -3.068156], [-2.419572, -2.295748, -4.773600], [-3.239256, -0.742426, -4.393931], [0.486847, -1.734537, -4.344946], [1.367305, -1.333719, -4.866667], [0.147938, -2.660659, -4.827957], [0.800022, -1.947417, -3.319376], [-2.231670, -2.654589, 5.425060], [-2.749927, -2.082575, 3.819416], [-2.617324, -3.137201, 2.843892], [-4.000138, -1.369261, 3.940782], [-1.601843, -1.044754, 3.582140], [-2.991624, -3.349964, 5.798556], [-2.151746, -1.798752, 6.104864], [-1.262808, -3.159081, 5.323117]], "forces_ev_per_angstrom": [[-0.61, -1.47, -1.32], [0.03, 1.10, 0.08], [-0.16, 0.26, 0.49], [0.87, -0.89, -0.02], [1.15, -0.15, -0.17], [-0.11, -0.23, 0.62], [-0.12, -0.66, 0.41], [-0.20, 0.07, 0.15], [0.35, 0.10, 0.02], [-0.25, 0.13, -0.46], [-0.71, 0.31, 0.53], [-0.08, 0.34, -0.32], [0.22, 0.09, 0.26], [-0.04, -0.24, -0.11], [-0.01, 0.60, -0.05], [-0.30, -0.01, -0.13], [0.01, 0.03, 0.11], [-0.02, -0.08, 0.27], [0.08, 0.33, -0.30], [-0.32, -0.21, -0.15], [0.29, 0.09, 0.03], [-0.26, 0.29, 0.17], [0.65, -0.43, -0.66], [-0.61, -0.08, -0.06], [0.19, -0.08, 0.43], [0.07, 0.42, -0.14], [-0.68, 0.03, 0.74], [-0.19, 0.17, 0.63], [0.52, 0.02, -0.63], [0.66, -0.63, 0.45], [0.16, 0.34, 0.24], [-0.23, 0.35, 0.74], [-0.39, -0.02, -1.04], [-0.52, 0.04, -0.14], [-0.21, 0.27, 0.17], [0.28, 0.22, 0.27], [-0.13, -0.28, -0.32], [-0.40, 0.22, 0.25], [0.56, -0.26, -0.04], [-0.08, 0.12, -0.24], [0.42, 0.03, 0.15], [0.19, -0.18, -0.14], [0.20, -0.06, 0.08], [0.28, -0.16, 0.69], [-0.44, -0.14, -0.14], [-0.17, 0.07, -0.42], [0.13, -0.89, -0.87], [-0.43, 0.49, -1.57], [-0.06, -0.09, 0.28], [-0.11, 0.01, 0.26], [0.35, 0.13, -0.06], [-0.34, 0.19, 0.11], [-0.22, 0.14, 0.16], [0.21, -0.01, 0.05], [-0.03, 0.49, 0.00], [-0.15, -0.05, -0.10], [0.24, 0.09, 0.01], [-0.08, 0.03, 0.22], [0.30, 0.12, 0.22], [0.04, 0.00, 0.25], [0.01, 0.17, -0.07], [0.08, -0.23, -0.03], [0.11, -0.13, 0.15], [-0.10, 0.06, -0.37], [-0.12, 0.18, 0.33], [0.23, -0.27, 0.12], [0.05, -0.31, 0.37], [-0.30, -0.11, 0.04], [0.24, 0.10, 0.07], [-0.03, 0.01, -0.50], [-0.22, -0.31, 0.05], [0.02, -0.25, -0.03], [-0.10, 0.74, 0.72], [0.83, -0.28, -0.07], [-0.22, 0.14, -0.33], [0.20, 0.12, -0.12], [-0.14, -0.19, -0.26], [-0.33, 0.11, -0.04]]}

***

[2]
{"formula": "C3H10FNP", "method": "wB97M-V/def2-TZVPD", "e_above_lowest_ev": 2.1961, "charge": 1, "total_energy_ev": -16760.801, "species": ["C", "C", "C", "N", "F", "P", "H", "H", "H", "H", "H", "H", "H", "H", "H", "H"], "positions_angstrom": [[-0.103477, 2.092992, -0.718231], [1.751126, 0.503897, 1.070561], [-0.723515, -0.960812, -0.267916], [0.345666, -1.977786, -0.394961], [-3.641833, 0.031011, 0.737047], [0.253137, 0.595264, -0.035906], [-1.136641, 2.153401, -0.954832], [0.540033, 2.876793, -0.577148], [1.954816, 1.525180, 1.308432], [1.637089, 0.029619, 2.040272], [2.563834, 0.031640, 0.566453], [-1.376922, -0.885148, -1.221244], [-1.271352, -1.032418, 0.646607], [0.588971, -2.461565, 0.402325], [0.606759, -2.407100, -1.338992], [-4.552485, 0.297031, 0.866276]], "forces_ev_per_angstrom": [[-0.59, -4.39, 1.79], [-1.05, -0.08, -0.61], [1.23, -0.63, -2.17], [-0.86, 1.40, -3.43], [-1.42, 0.48, 0.17], [0.54, 1.86, 0.07], [-0.58, 0.47, -1.06], [1.29, 2.00, 0.12], [0.34, 0.80, -0.14], [-0.68, -0.41, -0.11], [0.58, -0.21, -0.43], [0.93, -0.04, 1.87], [-0.77, -0.51, 0.31], [0.40, -1.33, 1.60], [-0.88, 1.04, 2.22], [1.51, -0.47, -0.19]]}

***

[3]
{"formula": "C21H24BF7N4O4Sr", "method": "wB97M-V/def2-TZVPD", "total_energy_ev": -56850.578, "species": ["Sr", "C", "C", "N", "C", "C", "C", "O", "O", "C", "O", "C", "C", "C", "F", "C", "C", "C", "N", "C", "C", "N", "C", "C", "H", "H", "H", "H", "H", "H", "H", "H", "H", "H", "H", "H", "H", "H", "H", "H", "H", "H", "C", "C", "O", "C", "F", "F", "F", "C", "F", "F", "F", "H", "H", "H", "B", "C", "N", "H", "H", "H"], "positions_angstrom": [[2.162969, -1.961044, 3.327517], [-3.219855, -2.336764, -2.257626], [-3.796580, -2.051802, -0.843986], [-2.783628, -1.680452, 0.101633], [-2.310365, -2.636947, 0.972456], [-1.105362, -2.527837, 1.610963], [-0.309830, -3.800037, 1.887557], [-0.811607, -4.868255, 1.378972], [0.798514, -3.705254, 2.482196], [-0.659882, -1.168277, 1.900198], [0.181720, -0.811507, 2.810628], [-1.238948, -0.094759, 1.083126], [-0.917317, 1.268883, 1.143120], [-1.171117, 2.096357, 0.073546], [-0.831583, 3.374434, 0.333577], [-1.968931, 1.663723, -1.084855], [-2.621333, 0.470194, -0.927106], [-2.188975, -0.458399, 0.070315], [-2.174630, 2.477047, -2.179431], [-3.460127, 2.259739, -2.903431], [-3.813344, 3.370327, -3.906143], [-2.555284, 3.852462, -4.707762], [-1.387445, 4.094997, -3.771964], [-1.007859, 2.901408, -2.941479], [-3.826763, -3.093597, -2.803170], [-2.196530, -2.653423, -2.170571], [-3.220178, -1.425532, -2.880864], [-4.448137, -2.824276, -0.444459], [-4.520328, -1.188967, -0.914159], [-2.807568, -3.625485, 0.946509], [-0.348870, 1.729996, 2.013590], [-3.337633, 0.190814, -1.743357], [-4.325272, 2.124229, -2.208826], [-3.440330, 1.305021, -3.504702], [-4.373975, 4.203613, -3.476924], [-4.458913, 2.904150, -4.676953], [-2.817602, 4.701363, -5.169927], [-2.380373, 3.114433, -5.409267], [-1.741001, 4.868240, -2.981948], [-0.527586, 4.530388, -4.315733], [-0.200334, 3.256282, -2.292679], [-0.670364, 2.057326, -3.568125], [4.291280, -2.612431, -0.400342], [4.543945, -1.703388, 0.893890], [3.868181, -2.137651, 1.995422], [3.870710, -0.276866, 0.661891], [4.582912, 0.514180, -0.159500], [3.692383, 0.415161, 1.833309], [2.594790, -0.493310, 0.143855], [6.083628, -1.661912, 1.196183], [6.437493, -2.911590, 1.581004], [6.861002, -1.212267, 0.161849], [6.426720, -0.916733, 2.337100], [3.259207, -2.377639, -0.743596], [4.375966, -3.654418, -0.037341], [5.053456, -2.436195, -1.155896], [3.587885, 0.440602, 7.737519], [3.243116, -0.244136, 6.367229], [3.025457, -0.659583, 5.276832], [4.173245, 1.519790, 7.484882], [2.461546, 0.693218, 8.332232], [4.399643, -0.187664, 8.443011]], "forces_ev_per_angstrom": [[0.33, -0.20, 1.11], [-1.12, 0.00, -0.13], [-1.55, 1.37, -1.13], [0.11, -1.07, 1.62], [0.66, -0.72, -1.25], [-0.15, 1.13, 0.46], [-0.70, -3.04, -0.71], [0.84, 2.69, 1.22], [-0.94, 0.14, -0.28], [1.35, 1.01, 1.80], [-2.20, -0.72, -2.24], [-1.51, -0.94, -1.47], [1.42, 0.50, 0.22], [-1.01, -1.13, 0.51], [-0.01, 0.61, -1.36], [1.04, 0.38, 2.91], [0.29, -0.76, -0.97], [-0.18, 1.24, 0.38], [-1.79, 1.42, -0.52], [0.97, -0.63, -0.52], [0.03, -0.70, -0.73], [-0.76, -1.31, 1.69], [-0.06, 2.02, 1.24], [-0.86, -0.72, -0.58], [0.51, 0.41, 0.47], [0.40, -0.41, -0.03], [0.00, -0.39, 0.24], [0.57, -0.45, 0.04], [0.62, -0.72, 0.02], [0.46, 0.68, -0.15], [-0.75, -0.94, -1.21], [1.02, 0.02, 1.26], [0.90, 0.38, -0.30], [0.19, 0.58, 0.42], [0.68, 0.21, -0.03], [0.21, 0.43, 0.41], [0.00, 0.59, -0.55], [0.29, 0.51, 0.30], [0.34, -0.99, -1.62], [-0.61, -0.38, 0.02], [-0.17, -0.40, 0.07], [0.36, 0.21, 0.05], [-0.05, 0.52, 1.45], [-1.38, 0.26, 0.28], [1.45, -0.46, -1.55], [0.64, -0.80, 0.55], [-0.74, 0.10, -0.14], [0.03, -0.58, -1.32], [1.22, 0.88, 0.39], [0.19, 0.49, 2.00], [0.21, 0.45, -1.17], [-0.62, -0.68, 1.02], [-0.71, -0.33, -2.06], [0.92, -0.50, 0.06], [-0.21, 0.57, -0.26], [-0.16, 0.09, -0.24], [-0.26, 0.99, 1.19], [-0.20, -0.92, -2.98], [0.40, 1.01, 3.25], [-0.51, -0.55, -0.10], [1.22, -0.38, -0.57], [-0.70, -0.05, -0.49]]}